73
Properties=species:S:1:pos:R:3:forces:R:3 method="wB97M-V/def2-TZVPD" gap_ha=0.1810 homo_energy_ev=-13.34 charge=+2 lumo_ha=-0.3094
Re 0.506 0.660 1.502 -0.2 -1.2 -5.3
Sb 3.410 3.028 2.261 -0.1 -1.6 -0.2
S 3.931 -0.443 1.307 0.2 0.0 -0.1
S -0.257 -0.741 3.284 -1.6 -0.7 4.0
S 2.641 1.063 0.624 0.7 1.0 0.8
S 3.879 -0.296 3.320 0.1 0.2 -0.2
S 0.168 1.698 3.926 -1.2 0.4 2.7
S 4.760 1.582 3.658 -0.8 0.5 -0.7
Si -0.053 -1.287 -1.352 0.2 -2.9 -2.5
F -2.121 -2.058 4.495 0.3 0.2 -0.2
F 1.276 3.814 4.860 -0.3 -0.2 -0.1
F -0.309 3.127 6.177 0.1 -0.4 -0.6
F -0.804 -3.305 3.311 0.2 0.7 0.1
F 1.578 2.068 6.088 -0.2 -0.1 -0.1
F -0.131 -2.524 5.217 0.0 0.3 -0.4
O -0.892 2.324 3.220 -0.7 0.9 0.3
O 1.257 3.813 0.853 0.2 0.3 0.2
O -0.091 -0.611 0.098 0.6 3.3 4.0
O -1.285 -0.304 2.385 -1.8 -0.1 -1.3
O 1.438 1.714 3.180 1.7 0.3 -1.8
O 0.998 -1.025 2.640 2.3 -1.4 -0.8
N -2.087 3.587 -0.101 0.2 -0.4 0.2
N -0.079 0.271 4.473 -0.1 -0.2 1.1
N -0.421 2.290 0.621 0.7 -0.5 0.3
N -2.531 1.311 0.267 0.2 0.4 0.2
C 0.153 0.815 -4.999 0.0 0.0 -0.1
C 0.745 1.231 -2.336 -0.2 -0.3 0.0
C 1.009 2.222 -3.262 0.1 0.1 0.1
C -1.738 2.365 0.274 -0.6 0.1 -0.4
C -3.392 3.990 -0.565 -0.5 0.0 -0.1
C -1.648 -2.470 -1.487 1.2 1.4 0.1
C 1.822 -3.109 -0.112 0.4 -0.2 -0.1
C 1.519 -2.401 -1.263 -1.4 1.3 -0.2
C -0.109 -0.177 -4.070 0.0 -0.1 0.2
C -0.861 -2.271 4.147 -0.5 -1.1 0.5
C -2.898 -1.601 -1.575 0.1 -0.3 -0.1
C -1.525 -3.341 -2.727 0.0 0.0 0.1
C 3.004 -3.830 -0.040 -0.2 0.0 0.3
C -1.700 -3.342 -0.241 0.0 0.0 -0.1
C 0.109 3.537 0.545 0.1 0.3 -0.3
C 0.672 2.739 5.397 0.4 0.2 0.6
C 0.180 0.012 -2.718 -0.2 -0.2 0.6
C 2.394 -2.405 -2.339 0.3 -0.3 0.2
C 3.883 -3.831 -1.107 0.1 -0.1 0.0
C 0.717 2.016 -4.601 0.0 0.0 0.0
C 3.576 -3.125 -2.256 0.0 0.1 -0.3
C -0.961 4.477 0.029 0.4 0.4 0.0
H -0.536 -1.109 -4.405 -0.1 -0.1 -0.1
H -2.634 -3.905 -0.229 -0.1 -0.1 0.0
H -4.140 3.893 0.225 0.0 0.0 0.0
H -3.520 1.413 0.108 0.0 -0.1 -0.1
H 0.975 1.379 -1.289 0.0 0.2 -0.1
H -0.569 -3.854 -2.772 0.2 -0.1 0.0
H -0.079 0.645 -6.039 0.0 0.0 -0.1
H 4.804 -4.389 -1.047 0.1 -0.1 0.0
H -1.662 -2.738 0.664 0.0 0.0 0.2
H 0.932 2.779 -5.332 0.0 0.1 -0.1
H -2.171 0.450 0.652 -0.2 -0.2 -0.2
H 4.245 -3.136 -3.101 0.2 0.0 -0.1
H 3.226 -4.396 0.850 0.1 -0.1 0.1
H -0.665 4.923 -0.929 0.0 -0.1 0.1
H -3.747 -2.228 -1.846 -0.2 0.0 0.1
H 2.159 -1.859 -3.238 0.0 0.1 -0.2
H -3.349 5.032 -0.868 0.0 0.0 0.0
H -3.689 3.387 -1.423 0.0 0.1 0.0
H -1.162 5.286 0.739 0.1 -0.1 0.0
H -2.799 -0.827 -2.333 -0.1 0.2 -0.1
H 1.149 -3.096 0.729 -0.1 0.0 0.2
H -1.656 -2.761 -3.634 0.0 0.1 -0.2
H -2.307 -4.099 -2.709 -0.1 -0.1 -0.1
H -0.883 -4.057 -0.229 0.1 -0.1 0.1
H 1.463 3.145 -2.934 0.1 0.2 0.0
H -3.110 -1.139 -0.616 -0.2 0.1 0.2

=====

56
Properties=species:S:1:pos:R:3:forces:R:3 method="wB97M-V/def2-TZVPD" e_above_lowest_kcal_mol=80.3 gap_ha=0.3246 homo_energy_ev=-8.28 charge=0 lumo_ha=0.0203
F -5.661 -1.507 2.759 0.0 0.0 -0.1
O -3.040 2.106 -1.764 0.2 0.2 0.1
O 2.990 -3.479 0.129 0.1 -0.2 0.0
O 5.171 1.881 1.425 0.2 0.0 0.0
O -1.427 -0.047 -0.705 0.0 0.4 -0.2
N 2.628 2.907 1.422 0.5 0.4 0.5
N 3.659 -0.731 -0.229 0.0 0.0 -0.1
N 3.035 1.897 0.633 -0.9 -0.3 -0.5
C -4.205 0.242 -0.661 0.0 0.1 0.0
C 3.841 -1.401 1.054 -0.3 -0.2 0.0
C 1.447 3.371 1.385 0.1 0.0 0.0
C -0.023 1.631 0.336 0.0 0.1 0.1
C -4.561 -1.103 -0.654 0.0 0.3 0.0
C -0.536 3.954 0.047 0.2 -0.2 0.1
C -1.621 3.599 -0.722 -0.1 -0.3 -0.1
C 0.291 2.969 0.579 -0.3 -0.2 -0.4
C -5.189 -0.929 1.634 0.1 0.1 -0.1
C 2.842 -2.549 1.176 0.1 0.3 0.2
C -3.667 0.854 -1.930 -0.3 -0.5 -0.3
C 2.845 -2.852 -1.122 0.1 0.2 -0.3
C 3.839 -1.704 -1.299 -0.3 -0.2 0.0
C -1.117 1.259 -0.436 -0.1 -0.2 -0.2
C -1.237 -2.408 -0.524 0.1 0.4 0.1
C 4.594 0.376 -0.370 0.1 -0.1 0.0
C -4.367 0.993 0.495 0.0 0.0 -0.2
C -4.853 0.410 1.653 -0.1 -0.2 0.1
C 4.331 1.463 0.670 0.2 -0.1 -0.1
C -5.057 -1.697 0.490 -0.1 0.0 0.2
C -0.680 -1.067 -0.073 0.2 -0.4 0.1
C -1.937 2.266 -0.981 0.2 0.2 0.1
H 3.677 -0.681 1.858 0.0 0.0 0.1
H 3.017 -3.624 -1.873 0.0 0.1 0.0
H 3.008 -3.103 2.102 0.0 0.1 0.0
H -4.447 -1.687 -1.555 0.0 -0.1 -0.1
H -4.113 2.042 0.497 0.0 0.1 0.0
H -2.272 -2.505 -0.208 -0.1 -0.1 0.0
H 3.659 -1.212 -2.258 0.0 0.0 0.0
H -2.997 0.142 -2.427 -0.1 0.1 0.1
H 0.379 -0.983 -0.360 -0.1 0.1 0.1
H 4.468 0.809 -1.367 0.0 0.0 0.0
H 1.302 4.232 2.027 0.0 0.1 0.1
H -2.270 4.349 -1.145 -0.1 0.1 -0.1
H 4.863 -2.113 -1.298 0.0 0.0 0.0
H 5.642 0.053 -0.260 -0.1 0.1 0.0
H -4.501 1.072 -2.609 0.2 -0.1 0.1
H 0.573 0.867 0.809 0.1 -0.1 0.0
H -1.193 -2.484 -1.608 0.0 -0.1 -0.1
H 2.411 1.486 -0.061 0.2 0.1 0.2
H -5.335 -2.739 0.509 0.0 -0.1 0.0
H 1.820 -2.465 -1.229 0.1 0.0 0.0
H -4.975 0.983 2.559 0.0 0.0 0.1
H -0.762 -0.972 1.019 0.1 0.1 -0.1
H -0.652 -3.213 -0.088 0.1 -0.1 0.0
H 1.817 -2.146 1.175 0.1 0.0 0.0
H -0.318 4.995 0.229 0.0 0.1 0.0
H 4.864 -1.802 1.147 0.0 0.0 0.0

=====

52
Properties=species:S:1:pos:R:3:forces:R:3 method="wB97M-V/def2-TZVPD" gap_ha="0.0895 / 0.2559" multiplicity=5 homo_energy_ev="0.11 / -4.80" charge=-1 lumo_ha="0.0935 / 0.0795"
Fe 0.093 2.787 -1.050 0.0 0.0 0.4
N 2.436 -2.027 1.965 -0.6 0.2 -0.3
N 0.425 -1.491 0.732 2.5 -1.7 1.0
N 2.643 -1.666 -0.186 -0.8 -0.1 0.2
C -0.304 -0.296 -1.132 -1.3 1.1 -3.0
C 1.788 -1.705 0.848 -0.3 -0.2 -0.1
C -0.360 -1.734 1.973 -1.4 -0.4 0.1
C -2.336 -3.154 1.308 -0.8 0.2 -0.4
C -0.184 4.625 -0.435 -1.2 0.2 1.4
C -1.876 3.062 -0.915 -1.4 2.0 1.6
C -0.382 -1.197 -2.152 0.3 0.3 0.9
C 3.832 -2.335 1.709 0.3 0.0 0.4
C -1.299 2.716 0.372 -0.7 1.4 -0.4
C 2.064 2.651 -1.249 1.8 -1.7 -1.1
C -2.598 -0.743 1.393 -1.0 1.8 -0.5
C 0.497 0.915 -1.415 0.8 -0.3 -1.4
C 1.518 1.500 -0.573 1.1 0.1 -0.7
C 0.443 1.692 -2.645 1.8 -1.5 -0.8
C -4.374 -2.122 0.492 -1.1 1.8 -0.6
C -0.245 3.675 0.668 -1.7 1.5 0.3
C -3.617 -3.271 0.763 1.3 -1.6 0.6
C -1.809 -1.884 1.585 1.8 -1.6 0.7
C -3.859 -0.855 0.800 0.1 -0.6 0.2
C 3.990 -2.021 0.229 0.4 0.1 -0.6
C -1.191 4.240 -1.412 -1.2 -0.2 1.1
C 1.393 2.781 -2.535 0.9 -1.1 0.0
H -0.008 -2.658 2.461 -0.1 0.2 -0.1
H 4.349 -2.889 -0.335 0.0 0.1 0.1
H 0.076 -2.099 -0.031 0.1 0.8 0.7
H 4.471 -1.716 2.336 0.2 0.1 0.1
H 4.676 -1.186 0.055 0.0 0.0 0.1
H -5.367 -2.214 0.039 0.4 0.1 0.1
H 0.452 5.502 -0.489 0.0 -0.3 -0.1
H 1.970 -2.169 2.852 0.1 -0.1 -0.1
H 2.352 -1.372 -1.109 0.1 -0.1 0.1
H -0.172 1.414 -3.503 0.1 0.5 0.4
H -4.432 0.051 0.592 0.0 -0.2 0.1
H -4.024 -4.260 0.549 0.1 0.2 0.1
H -0.221 -0.879 2.656 0.2 -0.1 -0.2
H 0.344 3.707 1.580 -0.1 -0.1 -0.3
H -2.734 2.580 -1.373 0.4 -0.1 0.0
H 1.624 3.524 -3.305 -0.3 -0.3 0.5
H -0.902 -2.152 -2.044 -0.3 0.4 -0.2
H 1.823 1.059 0.375 -0.1 0.5 -0.1
H -1.731 -4.040 1.512 -0.1 0.1 -0.1
H -1.452 4.790 -2.307 0.2 -0.2 0.0
H -2.196 0.234 1.677 -0.2 -0.3 0.0
H -1.672 1.956 1.047 0.3 -0.1 -0.3
H 0.176 -1.017 -3.084 -0.1 -0.3 0.6
H -1.031 -0.180 -0.322 0.4 -0.7 -0.3
H 2.894 3.257 -0.880 -0.5 -0.1 -0.2
H 4.047 -3.388 1.911 -0.2 0.0 0.1

=====

57
Properties=species:S:1:pos:R:3:forces:R:3 method="wB97M-V/def2-TZVPD" e_above_lowest_kcal_mol=11.7 gap_ha=0.2627 homo_energy_ev=-9.89 charge=+1 lumo_ha=-0.1006
Te -3.242 -1.580 -1.124 0.0 0.2 0.0
Te -3.746 0.834 -0.005 0.0 -0.3 0.1
Se -1.353 -2.278 0.421 0.1 0.3 0.1
Se -1.456 1.903 -0.244 0.2 -0.4 -0.1
Ga -0.274 -0.193 0.060 0.3 0.3 -0.1
S 1.041 -0.299 -3.148 -0.2 -0.2 -0.1
P 2.111 0.495 0.308 0.0 0.2 0.4
O 0.144 -0.505 -1.931 0.0 -0.3 -0.3
N 0.006 0.280 2.372 0.0 0.1 0.2
C 3.712 0.453 2.623 -0.1 0.0 0.1
C 2.423 0.433 2.091 -0.1 -0.1 -0.1
C -0.116 0.030 -4.511 0.2 -0.2 0.2
C 3.557 -1.690 -0.492 -0.1 0.1 0.0
C 1.327 0.283 2.943 0.1 0.0 0.0
C 2.128 2.247 -0.152 0.0 0.0 -0.1
C 1.694 -1.962 -3.560 -0.1 0.2 0.1
C 0.899 -3.093 -2.936 -0.1 0.0 0.0
C 2.331 2.616 -1.483 0.0 0.0 0.1
C 1.886 4.908 -0.915 0.0 0.0 0.0
C 1.669 4.545 0.406 0.0 0.0 0.0
C 1.529 0.134 4.309 -0.1 -0.1 0.0
C 1.793 3.219 0.788 0.1 -0.1 0.1
C 4.692 0.415 -0.826 0.0 0.0 0.0
C 5.795 -1.657 -1.356 0.0 0.0 0.0
C 2.222 3.945 -1.856 0.0 0.0 -0.1
C 2.813 0.155 4.827 0.0 0.0 0.0
C 5.805 -0.271 -1.290 0.0 0.0 0.0
C -1.032 -1.110 -4.911 -0.1 0.0 0.1
C 4.673 -2.369 -0.953 0.0 -0.1 0.0
C 3.564 -0.297 -0.426 -0.3 -0.1 -0.1
C 3.906 0.326 3.987 0.1 0.0 0.0
H -0.688 0.880 -4.135 0.1 0.1 0.0
H 2.394 4.230 -2.886 0.0 0.0 0.0
H 2.714 -1.945 -3.175 0.0 0.0 -0.1
H 1.377 -4.044 -3.174 0.1 0.0 0.0
H 1.737 -2.018 -4.649 0.0 0.1 0.0
H 4.563 0.554 1.963 0.0 0.0 0.0
H 1.647 2.944 1.827 0.0 0.0 0.0
H 4.670 -3.450 -0.991 0.0 0.0 0.0
H 6.684 0.281 -1.593 0.0 0.0 0.0
H 0.676 0.000 4.963 0.0 0.0 0.0
H -1.755 -0.736 -5.637 0.0 0.0 0.0
H -1.583 -1.478 -4.048 0.0 0.0 0.0
H -0.627 -0.266 2.950 -0.1 -0.1 -0.1
H 1.798 5.946 -1.210 0.0 0.0 0.0
H 6.667 -2.184 -1.719 0.0 0.0 0.0
H 4.705 1.496 -0.764 0.0 0.0 0.0
H 4.906 0.353 4.396 0.0 0.0 0.0
H 2.676 -2.235 -0.166 0.0 -0.1 0.0
H -0.379 1.222 2.349 0.0 0.0 -0.1
H -0.493 -1.936 -5.374 0.0 0.0 0.0
H 0.513 0.372 -5.336 0.0 0.0 0.0
H 2.577 1.863 -2.221 0.0 0.1 0.0
H 1.400 5.292 1.140 0.0 0.0 0.0
H -0.125 -3.132 -3.300 0.0 0.0 0.0
H 2.958 0.042 5.893 0.0 0.0 0.0
H 0.860 -2.985 -1.854 0.0 0.0 0.0

=====

> What is the charge in the first record?

+2